Formula: C50H49As2FMnOSe
Source: the OMol25 dataset
Level of theory: wB97M-V/def2-TZVPD

The lowest unoccupied orbital energy (alpha / beta) comes out at -0.5960 / -0.6545 eV. The calculation puts the energy above the lowest of the compared OMol25 structures with the same formula, charge and spin at 0.0 kJ/mol. Its expectation value of S² is 8.76. The HOMO energy (alpha / beta) comes out at -6.77 / -7.21 eV. As for the total charge: 0. For the energy, the calculation gives -10133.8135 a.u. The multiplicity is 6. The largest force on an atom is 0.11 eV Å⁻¹.

Geometry (Å):
Se (-2.7330, -2.5732, 1.1650)
As (0.5629, 2.4125, -1.7167)
As (-0.2885, 0.6963, 1.3148)
Mn (-1.0196, -1.4286, -0.2758)
F (-5.8332, 2.3151, -2.9675)
O (1.0228, -2.2166, -0.2783)
C (-1.2379, -0.0373, 3.9102)
C (1.8715, 3.4327, -4.1399)
C (3.4613, -1.6261, 2.3098)
C (-0.3483, -6.0426, 0.9817)
C (2.5287, -2.0559, 4.4796)
C (2.7734, 0.9520, -4.9894)
C (0.9116, 1.0374, 3.9822)
C (-1.2286, -0.1474, 5.2924)
C (1.6334, 2.3126, -3.3482)
C (-1.5599, -4.5167, 2.9499)
C (-1.3026, -0.9857, -2.3476)
C (-4.7517, 1.5002, -2.8578)
C (1.8075, 1.3771, -0.5818)
C (-2.5057, 2.2247, 0.2483)
C (3.3455, -2.0412, -0.6270)
C (1.7205, 6.6696, 0.0064)
C (-2.5128, -0.1446, -2.5833)
C (0.0885, 5.0152, -0.6070)
C (-1.7180, -4.1572, 1.5999)
C (-3.7566, -0.5037, -2.0463)
C (-0.7739, -5.6137, 3.2777)
C (2.5614, 3.3155, -5.3389)
C (0.3991, 6.2602, -0.0717)
C (-1.1339, -4.9532, 0.6066)
C (-2.2663, 4.3456, 2.0286)
C (1.3621, -2.5273, 3.8965)
C (2.7342, 5.8349, -0.4517)
C (-4.8758, 0.3060, -2.1779)
C (-2.2139, -3.7304, 4.0515)
C (-2.4538, 1.0586, -3.2926)
C (-3.5582, 1.8901, -3.4261)
C (-1.3849, 3.2782, 2.1006)
C (-3.3899, 3.2944, 0.1788)
C (3.5774, -1.6010, 3.6880)
C (-0.1426, -6.3838, 2.3084)
C (-0.1484, 0.3307, 6.0234)
C (-3.2695, 4.3534, 1.0670)
C (1.0959, 4.1731, -1.0648)
C (2.1283, -2.1217, 0.2475)
C (1.4645, 1.4801, 0.8990)
C (1.2306, -2.5285, 2.5181)
C (0.6999, -7.5702, 2.6923)
C (-0.1653, 0.5553, 3.2473)
C (-1.3349, -4.6852, -0.8597)
C (2.4223, 4.5933, -0.9829)
C (-1.4990, 2.2161, 1.2076)
C (2.0814, 1.0696, -3.7924)
C (3.0176, 2.0765, -5.7648)
C (2.2802, -2.0799, 1.7172)
C (0.9191, 0.9238, 5.3671)
H (1.7300, 0.3421, -0.9229)
H (0.5492, -2.8889, 4.5114)
H (4.2853, -1.2828, 1.6977)
H (3.0568, -2.2138, -1.6603)
H (1.9650, 7.6396, 0.4203)
H (3.7901, -1.0465, -0.5421)
H (3.1140, -0.0210, -5.3207)
H (-2.0753, -0.4269, 3.3405)
H (2.1922, 0.9186, 1.4902)
H (-3.2930, -3.6693, 3.9019)
H (3.7670, 6.1552, -0.3957)
H (0.3257, -2.9080, 2.0596)
H (-2.1729, 5.1693, 2.7251)
H (-0.3940, 6.9057, 0.2842)
H (-2.6044, 1.4090, -0.4596)
H (-1.0773, -5.5687, -1.4447)
H (-2.0659, -0.6109, 5.7990)
H (0.0780, -8.3948, 3.0474)
H (2.7411, 4.1962, -5.9424)
H (-3.8448, -1.4329, -1.4924)
H (0.1072, -6.6465, 0.2031)
H (1.7618, 1.3036, 5.9314)
H (1.7544, 1.5067, 3.4913)
H (-1.5175, 1.3536, -3.7509)
H (-5.8296, 0.0247, -1.7514)
H (-1.8482, -2.7022, 4.0691)
H (1.4817, 2.5184, 1.2402)
H (-3.5003, 2.8254, -3.9676)
H (-3.9620, 5.1840, 1.0146)
H (-0.6129, 3.2703, 2.8622)
H (-0.9459, 4.6944, -0.6611)
H (2.6243, -2.0424, 5.5577)
H (1.2790, -7.9328, 1.8433)
H (-2.3676, -4.4071, -1.0700)
H (3.5544, 1.9863, -6.7001)
H (-0.4361, -0.5522, -2.8570)
H (1.8798, 0.1770, -3.2100)
H (4.4867, -1.2358, 4.1469)
H (-2.0192, -4.1919, 5.0205)
H (1.5225, 4.4068, -3.8183)
H (-0.7007, -3.8721, -1.2274)
H (-1.4515, -1.9835, -2.7818)
H (3.2174, 3.9525, -1.3483)
H (4.0969, -2.7667, -0.3154)
H (-4.1701, 3.2920, -0.5714)
H (-0.6514, -5.8738, 4.3250)
H (2.8278, 1.7199, -0.7695)
H (1.3951, -7.3176, 3.4945)
H (-0.1427, 0.2447, 7.1026)

Atomic forces in eV per Å
0.01 -0.10 0.01
0.01 0.00 -0.02
0.03 0.10 -0.02
0.02 0.08 -0.07
0.00 0.00 0.00
0.06 0.00 0.04
0.01 -0.01 0.01
0.00 0.00 0.02
-0.01 0.01 -0.01
0.01 0.00 0.00
-0.01 0.00 0.01
0.01 0.01 0.00
0.00 0.00 0.00
0.00 -0.01 0.00
0.00 -0.01 0.00
-0.01 0.00 0.00
-0.03 -0.02 0.01
0.00 0.00 0.00
-0.01 -0.02 -0.01
0.00 0.00 -0.01
0.01 -0.04 0.00
0.00 0.00 0.00
0.01 -0.01 0.02
0.01 0.00 0.00
-0.04 0.00 0.04
-0.01 0.00 0.01
0.00 0.00 0.00
0.01 0.00 0.00
0.00 0.00 0.00
0.01 0.01 -0.01
0.01 0.00 -0.01
0.01 0.02 0.01
0.00 0.00 0.00
0.01 0.00 0.00
0.00 0.00 -0.01
0.00 0.01 0.00
0.00 0.00 0.00
0.01 0.00 0.00
0.01 0.00 -0.01
0.01 0.00 -0.01
0.00 0.01 0.00
0.00 0.00 -0.01
0.00 0.00 0.01
-0.01 0.01 -0.01
-0.04 0.02 0.01
0.01 0.00 -0.02
-0.01 -0.01 -0.03
0.00 0.00 0.00
-0.02 -0.03 -0.01
0.00 0.00 -0.03
0.00 0.00 -0.02
0.01 0.01 0.04
-0.02 0.00 0.00
-0.01 -0.01 0.00
-0.01 -0.02 0.00
0.00 0.00 0.00
0.01 0.00 0.01
-0.01 -0.01 0.00
0.00 0.00 0.00
0.00 0.00 0.00
0.00 0.00 0.00
0.00 0.00 0.00
0.00 0.00 0.00
0.00 0.00 0.00
-0.01 0.00 0.01
0.00 0.00 0.00
0.00 0.00 0.00
0.00 0.00 0.01
0.00 0.00 0.00
0.00 0.00 0.00
0.00 -0.01 0.01
-0.01 0.00 0.00
0.00 0.00 0.00
0.00 0.00 0.00
0.00 0.00 0.00
0.00 0.00 0.00
0.00 0.00 0.00
0.00 0.00 0.00
-0.01 0.00 0.00
0.00 0.00 0.01
0.00 0.00 0.00
0.00 0.01 0.00
0.01 -0.01 0.00
0.00 0.00 0.00
0.00 0.00 0.00
0.00 0.00 0.00
-0.01 -0.01 0.01
0.00 0.00 0.00
0.00 0.00 0.00
0.00 0.00 0.00
0.00 0.00 0.00
0.00 -0.01 -0.01
0.00 0.00 0.00
0.00 0.00 0.00
0.00 0.00 0.00
0.00 0.01 0.01
0.00 0.01 0.02
0.00 0.00 0.00
0.00 0.00 -0.01
0.00 0.00 0.00
0.00 0.00 0.00
0.00 0.00 0.00
0.00 -0.01 0.00
0.00 0.00 0.00
0.00 0.00 0.00

Löwdin population analysis, charges in e, atoms 1 to 99: number 1, Se, carries 0.646; number 2, As, carries 1.328; number 3, As, carries 1.298; number 4, Mn, carries 0.493; number 5, F, carries 0.030; number 6, O, carries -0.048; number 7, C, carries -0.123; number 8, C, carries -0.113; number 9, C, carries -0.033; number 10, C, carries -0.020; number 11, C, carries -0.063; number 12, C, carries -0.087; number 13, C, carries -0.116; number 14, C, carries -0.081; number 15, C, carries -0.398; number 16, C, carries -0.328; number 17, C, carries -0.230; number 18, C, carries -0.312; number 19, C, carries -0.453; number 20, C, carries -0.118; number 21, C, carries 0.007; number 22, C, carries -0.089; number 23, C, carries -0.358; number 24, C, carries -0.118; number 25, C, carries -0.558; number 26, C, carries -0.075; number 27, C, carries -0.029; number 28, C, carries -0.087; number 29, C, carries -0.081; number 30, C, carries -0.306; number 31, C, carries -0.091; number 32, C, carries -0.044; number 33, C, carries -0.085; number 34, C, carries -0.015; number 35, C, carries -0.095; number 36, C, carries -0.084; number 37, C, carries -0.022; number 38, C, carries -0.108; number 39, C, carries -0.068; number 40, C, carries -0.066; number 41, C, carries -0.276; number 42, C, carries -0.084; number 43, C, carries -0.086; number 44, C, carries -0.408; number 45, C, carries -0.363; number 46, C, carries -0.418; number 47, C, carries 0.004; number 48, C, carries -0.056; number 49, C, carries -0.386; number 50, C, carries -0.083; number 51, C, carries -0.116; number 52, C, carries -0.388; number 53, C, carries -0.123; number 54, C, carries -0.094; number 55, C, carries -0.163; number 56, C, carries -0.091; number 57, H, carries 0.022; number 58, H, carries 0.107; number 59, H, carries 0.112; number 60, H, carries 0.093; number 61, H, carries 0.101; number 62, H, carries 0.089; number 63, H, carries 0.102; number 64, H, carries 0.070; number 65, H, carries 0.049; number 66, H, carries 0.072; number 67, H, carries 0.101; number 68, H, carries 0.091; number 69, H, carries 0.104; number 70, H, carries 0.103; number 71, H, carries 0.073; number 72, H, carries 0.080; number 73, H, carries 0.108; number 74, H, carries 0.081; number 75, H, carries 0.102; number 76, H, carries 0.074; number 77, H, carries 0.113; number 78, H, carries 0.105; number 79, H, carries 0.092; number 80, H, carries 0.083; number 81, H, carries 0.117; number 82, H, carries 0.032; number 83, H, carries 0.071; number 84, H, carries 0.116; number 85, H, carries 0.104; number 86, H, carries 0.102; number 87, H, carries 0.083; number 88, H, carries 0.111; number 89, H, carries 0.071; number 90, H, carries 0.063; number 91, H, carries 0.101; number 92, H, carries 0.010; number 93, H, carries 0.082; number 94, H, carries 0.107; number 95, H, carries 0.078; number 96, H, carries 0.100; number 97, H, carries 0.044; number 98, H, carries 0.041; number 99, H, carries 0.102